{
  "formula": "C23H47GdNO2S2Si2",
  "method": "ωB97M-V with the def2-TZVPD basis set",
  "symbols": ["O", "O", "C", "C", "H", "H", "H", "H", "H", "C", "C", "H", "H", "H", "H", "H", "C", "C", "C", "H", "H", "H", "H", "H", "C", "H", "H", "H", "H", "H", "H", "Gd", "C", "Si", "H", "H", "C", "C", "C", "C", "Si", "H", "H", "C", "C", "C", "H", "H", "H", "H", "H", "H", "H", "H", "H", "H", "H", "H", "H", "H", "H", "H", "H", "H", "S", "C", "N", "C", "C", "C", "C", "C", "C", "S", "H", "H", "H", "H"],
  "positions_angstrom": [[-0.4631, -1.0642, -2.1008], [0.6891, 0.6658, -3.3174], [0.2678, -2.2730, -2.4947], [-0.4111, -3.5061, -1.9766], [1.2514, -2.1391, -2.0326], [0.3517, -2.3091, -3.5910], [-0.4865, -3.4798, -0.8838], [0.1703, -4.3896, -2.2709], [-1.4098, -3.6004, -2.4110], [-1.7480, -0.8805, -2.7893], [-1.7112, -1.0863, -4.2803], [-2.0313, 0.1431, -2.5446], [-2.4643, -1.5412, -2.2919], [-0.9422, -0.4965, -4.7987], [-2.6761, -0.7622, -4.6945], [-1.5906, -2.1434, -4.5324], [0.1712, 2.0457, -3.1535], [1.9975, 0.3693, -3.9207], [-0.7124, 2.4045, -4.3123], [1.0485, 2.6953, -3.0771], [-0.3798, 2.0283, -2.2070], [-0.1753, 2.3410, -5.2625], [-1.0740, 3.4312, -4.2071], [-1.5929, 1.7555, -4.3656], [1.9509, 0.6256, -5.4013], [2.1874, -0.6869, -3.7079], [2.7455, 0.9826, -3.4050], [1.1079, 0.1136, -5.8796], [2.8577, 0.2406, -5.8764], [1.8875, 1.6916, -5.6284], [0.2515, -0.0786, -2.6241], [-0.1852, 0.1830, 1.7341], [1.7219, 0.0633, 0.3471], [3.5207, 0.4574, 0.5146], [1.4298, -1.0192, 0.2460], [1.0688, 0.6878, -0.3304], [4.4822, -0.7360, -0.5719], [4.2486, 0.2803, 2.2314], [3.7759, 2.2442, -0.0004], [-1.9280, -1.1421, 1.1754], [-3.3936, -0.0339, 1.0086], [-1.7768, -1.4489, 2.2681], [-1.9052, -2.0846, 0.6072], [-4.6160, -0.8040, -0.1843], [-2.9085, 1.6985, 0.4229], [-4.1852, 0.0860, 2.7070], [3.1904, 2.4915, -0.8962], [4.8389, 2.4103, -0.2228], [3.4796, 2.9332, 0.8040], [4.1285, -1.7634, -0.3998], [5.5495, -0.6820, -0.3123], [4.3395, -0.4961, -1.6350], [3.8959, -0.6234, 2.7464], [4.0237, 1.1458, 2.8693], [5.3425, 0.2105, 2.1180], [-3.3056, 1.8461, -0.5936], [-1.8275, 1.9421, 0.3770], [-3.3905, 2.4466, 1.0706], [-5.1122, 0.6714, 2.6366], [-3.5204, 0.5474, 3.4530], [-4.4305, -0.9278, 3.0557], [-5.6146, -0.3838, 0.0109], [-4.6396, -1.8909, -0.0071], [-4.3277, -0.6260, -1.2317], [0.6992, -2.5649, 2.5196], [0.4564, -1.6982, 3.9160], [0.1043, -0.3764, 3.9500], [-0.0807, 0.1318, 5.2321], [-0.4474, 1.4706, 5.4861], [-0.5600, 1.8518, 6.8236], [-0.3235, 0.9197, 7.8323], [0.0303, -0.4188, 7.5726], [0.1493, -0.8092, 6.2300], [0.5770, -2.3724, 5.5518], [-0.6114, 2.1214, 4.6318], [-0.8332, 2.8878, 7.0673], [-0.4156, 1.2368, 8.8735], [0.2185, -1.1600, 8.3337]],
  "atomic_forces_ev_per_a": [[0.16, 0.23, -0.91], [-0.05, 0.34, 0.23], [0.07, 0.07, 0.25], [-0.09, -0.27, 0.13], [-0.12, -0.01, -0.15], [0.12, 0.14, 0.31], [-0.01, -0.03, -0.21], [-0.15, 0.20, 0.10], [0.05, -0.13, 0.11], [0.01, -0.11, 0.64], [-0.21, -0.14, -0.53], [-0.01, 0.03, 0.09], [0.08, 0.08, -0.18], [-0.17, -0.24, 0.30], [0.16, -0.14, 0.14], [-0.02, 0.16, -0.09], [0.56, -0.35, -0.09], [0.03, 0.22, 0.13], [-0.34, 0.11, -0.38], [-0.16, -0.08, 0.13], [0.25, 0.04, -0.12], [-0.13, 0.02, 0.18], [0.09, -0.08, 0.08], [0.17, 0.09, 0.02], [0.04, 0.03, -0.46], [-0.14, 0.27, 0.13], [-0.14, -0.16, -0.05], [0.11, 0.08, 0.18], [-0.02, 0.09, 0.16], [0.04, -0.10, 0.00], [-0.10, -0.37, 0.04], [1.00, 0.35, 0.21], [-1.16, -0.23, -0.29], [-0.24, -0.19, -0.03], [0.38, 0.78, -0.22], [0.81, -0.36, -0.10], [0.11, 0.08, -0.02], [-0.03, -0.06, 0.15], [0.08, 0.08, -0.12], [-0.08, -0.99, 0.62], [-0.26, -0.98, 0.42], [-0.55, 0.08, -1.11], [-0.04, 0.45, 0.04], [-0.05, 0.13, -0.04], [-0.08, 0.42, -0.10], [-0.11, 0.16, -0.16], [0.15, 0.02, 0.10], [-0.23, 0.11, 0.05], [0.09, -0.15, -0.22], [0.14, 0.23, -0.02], [-0.20, -0.12, -0.29], [0.16, -0.11, 0.15], [0.12, 0.14, -0.11], [0.04, -0.19, -0.11], [-0.29, 0.03, 0.17], [0.19, 0.07, 0.22], [-0.32, -0.01, 0.00], [0.22, -0.07, -0.24], [0.16, -0.08, 0.25], [-0.19, -0.07, -0.12], [0.03, 0.29, -0.07], [0.20, -0.20, -0.31], [-0.09, 0.37, -0.06], [-0.27, -0.05, 0.25], [0.28, -0.14, -0.45], [-0.48, 1.63, 1.48], [0.30, -1.40, 0.25], [0.01, 0.25, -0.78], [0.31, -1.11, 0.56], [-0.11, 0.30, -0.73], [0.20, -0.78, 0.71], [-0.15, 0.59, -0.92], [-0.10, 0.33, 0.95], [-0.12, 0.67, -0.39], [-0.02, 0.17, 0.29], [0.14, -0.59, -0.01], [0.03, -0.11, -0.34], [-0.07, 0.22, 0.34]],
  "mulliken_spin": [0.006, -0.006, 0.005, 0.000, -0.002, 0.000, 0.000, 0.000, 0.000, -0.002, 0.000, 0.000, -0.002, 0.000, 0.000, 0.000, -0.001, 0.001, 0.000, 0.000, 0.000, 0.000, 0.000, 0.000, 0.000, 0.001, 0.000, 0.000, 0.000, 0.000, 0.001, 6.615, 0.067, -0.020, -0.019, 0.053, 0.008, 0.003, 0.002, 0.231, 0.040, 0.007, -0.003, 0.004, 0.007, 0.003, 0.000, 0.000, 0.001, 0.000, 0.001, -0.001, 0.000, 0.002, 0.000, -0.001, -0.003, 0.001, 0.001, -0.001, 0.000, 0.000, 0.000, 0.000, 0.000, 0.011, -0.014, 0.008, -0.007, 0.000, 0.000, 0.000, 0.000, 0.001, 0.001, 0.000, 0.000, 0.000],
  "homo_energy_ha": [-0.356, -0.350],
  "fmax_ev_per_a": 2.25,
  "total_energy_ev": -88452.506,
  "s2": 16.076,
  "e_above_lowest_kcal_mol": 0.00,
  "total_charge": 1,
  "lumo_energy_ev": [-2.6, -3.1],
  "multiplicity": 8,
  "gap_ev": [7.08, 6.37]
}